{"formula": "C5H13P", "method": "ωB97M-V/def2-TZVPD", "species": ["C", "C", "C", "C", "C", "P", "H", "H", "H", "H", "H", "H", "H", "H", "H", "H", "H", "H", "H"], "xyz": [[1.236470, 0.593470, 0.990216], [-1.037918, 1.519530, 0.462843], [-1.080147, -1.391431, -0.073855], [0.196994, 0.814723, -0.102424], [-0.154977, -0.372205, -0.801364], [1.032189, -1.404982, -1.665840], [0.918040, -0.220492, 1.712959], [1.250245, 1.574141, 1.635838], [2.238374, 0.572541, 0.677496], [-1.106950, 0.978421, 1.438503], [-1.951406, 1.514328, -0.089702], [-0.661436, 2.528813, 0.708408], [-2.129713, -1.068132, 0.095313], [-1.235884, -2.254774, -0.737526], [-0.572015, -1.731881, 0.807163], [0.772716, 1.429002, -0.897019], [-1.063829, 0.111177, -1.882518], [1.135656, -2.398432, -0.853595], [2.213590, -0.793818, -1.424898]], "forces_ev_per_angstrom": [[-1.8535, 1.9174, 3.0290], [2.3468, 0.1161, 1.9912], [-0.7439, 0.2764, -1.2104], [1.9967, 2.7869, -0.9430], [-5.1042, -1.7574, -3.9073], [-0.8646, 1.6044, -3.8685], [0.7249, 0.7263, -0.8939], [-0.2115, -1.6869, -0.9114], [1.2190, -0.8451, -0.6544], [-0.8658, 0.6320, -0.5045], [-0.3519, -0.0853, -0.5068], [-0.7941, -0.1705, -0.0542], [0.8896, 0.2724, 0.3520], [0.2898, 0.0327, 0.1878], [-0.0691, -0.2654, 0.7257], [-1.0973, -0.2947, 1.1794], [2.6406, -1.3663, 2.8916], [0.5409, -2.5279, 2.5839], [1.3074, 0.6349, 0.5139]], "mulliken_charge": [-1.39, -1.52, -1.63, 0.65, 0.03, 0.00, 0.26, 0.30, 0.49, 0.37, 0.41, 0.36, 0.32, 0.49, 0.41, 0.24, 0.28, -0.03, -0.03], "orbital_gap_ev": 9.738, "e_homo_ev": -8.75, "e_above_lowest_kcal_mol": 54.7}